DFT (ωB97M-V/def2-TZVPD) results for a molecular structure, C56H72HfNO8P4S2.

Geometry as XYZ:
```
144
C56H72HfNO8P4S2 (ωB97M-V/def2-TZVPD)
Hf -0.1878 -0.0742 0.1214
C 3.6014 -3.5493 -0.9235
C 3.5375 -2.1119 -1.4282
C 4.9170 -1.6538 -1.9170
C 2.9779 -1.1313 -0.4196
C 2.9049 0.2257 -0.7300
C 2.4446 1.1747 0.1857
C 2.0432 0.7937 1.4733
C 1.8338 1.7867 2.5779
C 2.0003 -0.5799 1.7486
C 2.4825 -1.5142 0.8316
H 4.0029 -4.1862 -1.7111
H 2.6162 -3.9374 -0.6604
H 4.2628 -3.6428 -0.0579
H 2.8518 -2.0848 -2.2851
H 5.6367 -1.6394 -1.0967
H 4.8923 -0.6621 -2.3695
H 5.2789 -2.3481 -2.6741
H 3.2562 0.5654 -1.6949
H 2.4852 2.2267 -0.0745
H 1.0184 1.4862 3.2345
H 1.6472 2.7870 2.1953
H 2.7464 1.8324 3.1764
H 1.6369 -0.9100 2.7151
H 2.4656 -2.5615 1.0980
C -1.4993 1.8190 -3.0089
C -1.8828 0.3879 -3.3541
P -2.2080 -0.5680 -1.8388
C -3.9817 -0.4266 -1.4687
C -4.9004 0.1909 -2.3106
C -6.2560 0.1736 -1.9988
C -6.7026 -0.4694 -0.8543
C -5.7869 -1.0822 -0.0042
C -4.4361 -1.0533 -0.3067
C -1.9403 -2.2796 -2.3369
C -1.3379 -3.1064 -1.2351
C -1.1278 -4.5737 -1.5632
C -1.5716 -5.1147 -2.9056
C -1.3331 -4.0095 -3.9355
C -1.9816 -2.6932 -3.6004
P 0.0362 1.8438 -1.9944
C 0.1317 3.5964 -1.5261
C -0.0616 4.5733 -2.5077
C -0.0084 5.9175 -2.1787
C 0.2443 6.3048 -0.8680
C 0.4412 5.3429 0.1108
C 0.3809 3.9946 -0.2152
C 1.4016 1.5201 -3.1377
C 2.3299 2.5142 -3.4452
C 3.4056 2.2282 -4.2755
C 3.5541 0.9569 -4.8109
C 2.6392 -0.0421 -4.5022
C 1.5756 0.2304 -3.6550
H -2.2755 2.3175 -2.4199
H -1.3418 2.4075 -3.9131
H -1.0641 -0.1129 -3.8718
H -2.7414 0.3405 -4.0245
H -4.5854 0.7071 -3.2082
H -6.9621 0.6563 -2.6609
H -7.7593 -0.4989 -0.6254
H -6.1308 -1.5829 0.8919
H -3.7261 -1.5151 0.3725
H -1.9689 -3.0427 -0.3461
H -1.2828 -5.2591 -0.7383
H -2.2077 -5.9777 -3.0220
H -1.4428 -4.3195 -4.9716
H -2.3616 -2.0710 -4.4019
H -0.2356 4.2924 -3.5389
H -0.1542 6.6643 -2.9472
H 0.2965 7.3553 -0.6158
H 0.6507 5.6470 1.1288
H 0.5209 3.2510 0.5557
H 2.2282 3.5104 -3.0369
H 4.1226 3.0045 -4.5065
H 4.3870 0.7398 -5.4663
H 2.7550 -1.0405 -4.9002
H 0.9183 -0.5873 -3.3723
C -3.0920 4.1218 4.5584
C -2.0551 4.2379 3.4676
C -0.6574 3.8842 3.8998
O -2.4737 3.4031 2.3092
P -2.3327 1.9460 1.8483
O -0.9491 1.5570 1.3358
C -2.7560 0.7803 3.1747
P -1.8558 -0.7764 3.0130
O -1.4298 -1.0233 1.5799
O -2.8461 -1.8305 3.5531
C -2.6210 -3.3125 3.5032
C -3.4907 -3.8589 2.3984
C -2.9683 -3.8475 4.8688
O -0.5615 -0.7053 3.8759
C -0.5146 -0.9418 5.3550
C 0.4450 -2.0838 5.5785
C -0.0868 0.3473 6.0111
O -3.3258 1.7477 0.6859
C -4.6705 2.3775 0.4685
C -5.5183 2.2882 1.7143
C -4.4702 3.7765 -0.0590
H -2.9139 4.9061 5.2943
H -3.0355 3.1646 5.0804
H -4.0977 4.2627 4.1658
H -2.0768 5.2359 3.0339
H -0.6110 2.8638 4.2899
H -0.3542 4.5583 4.7008
H 0.0488 3.9874 3.0785
H -3.8275 0.5765 3.1372
H -2.5377 1.2155 4.1520
H -1.5619 -3.4618 3.2776
H -4.5414 -3.6607 2.6107
H -3.3561 -4.9383 2.3305
H -3.2277 -3.4176 1.4374
H -4.0099 -3.6329 5.1062
H -2.3314 -3.4231 5.6439
H -2.8318 -4.9287 4.8773
H -1.5245 -1.2177 5.6634
H 1.4487 -1.8096 5.2515
H 0.1292 -2.9818 5.0478
H 0.4887 -2.3160 6.6426
H 0.9077 0.6408 5.6732
H -0.0504 0.2055 7.0910
H -0.7907 1.1561 5.8113
H -5.0801 1.7328 -0.3023
H -5.0930 2.8555 2.5442
H -5.6894 1.2528 2.0114
H -6.4940 2.7209 1.4916
H -4.0778 4.4440 0.7072
H -5.4311 4.1678 -0.3937
H -3.7925 3.7740 -0.9131
O 0.8572 -4.6518 -5.8332
S 1.3760 -4.3072 -4.5454
O 2.3670 -3.2719 -4.4520
N 0.1118 -3.9238 -3.5098
C -0.1026 -5.0225 -2.5507
S 0.2499 -2.2856 -0.8077
C 1.0330 -5.9540 -2.5375
C 1.3118 -6.9893 -1.6585
C 2.4523 -7.7513 -1.8705
C 3.3096 -7.4862 -2.9370
C 3.0429 -6.4454 -3.8130
C 1.8999 -5.6980 -3.5905
H 0.6512 -7.2099 -0.8298
H 2.6787 -8.5692 -1.2001
H 4.1882 -8.0990 -3.0829
H 3.6999 -6.2267 -4.6444
```

Summary:
E_tot (a.u.): -5043.08500
Frontier orbital gap (eV): 6.986
Net charge: +3
HOMO energy (eV): -14.60
Lowest unoccupied orbital energy (eV): -7.61
Relative energy (zero: lowest compared OMol25 entry of this formula, charge and spin) (kcal per mole): 30.1
Molar mass (g/mol): 1253.7

These are the Löwdin partial charges, in e, on atoms 1 to 8:
1. Hf 1.384
2. C -0.060
3. C -0.381
4. C -0.028
5. C -0.225
6. C -0.021
7. C -0.073
8. C -0.344